A structure of composition C28H38Cl2CrN6OSSi. Source: the OMol25 dataset; level of theory: ωB97M-V/def2-TZVPD.

Last column: Löwdin charge in e.
Positions of all 78 atoms, in Å:
1 Cr -1.8378 -0.8429 -1.8570  0.29
2 N -1.7868 0.6816 -0.3570  -0.03
3 C -3.0101 0.7505 0.4730  -0.19
4 C -4.2139 0.2536 -0.3189  -0.17
5 N -3.8866 -0.9737 -1.0758  -0.14
6 C -3.9661 -2.2495 -0.3245  -0.17
7 C -2.6788 -2.5214 0.4401  -0.18
8 N -1.5329 -2.3583 -0.4817  -0.03
9 H -0.9772 0.4236 0.2293  0.05
10 H -1.5874 1.5872 -0.7695  0.10
11 H -3.2027 1.7667 0.8182  0.13
12 H -2.8566 0.1421 1.3618  0.10
13 H -4.4966 1.0099 -1.0529  0.12
14 H -5.0654 0.1005 0.3500  0.13
15 H -4.5386 -1.0516 -1.8504  0.12
16 H -4.0998 -3.0359 -1.0677  0.11
17 H -4.8241 -2.2621 0.3523  0.13
18 H -2.7086 -3.5221 0.8725  0.13
19 H -2.5517 -1.8169 1.2586  0.09
20 H -1.3814 -3.2091 -1.0193  0.10
21 H -0.6668 -2.1689 0.0231  0.08
22 Cl -2.2870 0.8095 -3.4788  0.82
23 C -3.3536 0.0074 -4.6355  -0.58
24 C -4.0483 0.8100 -5.5180  -0.10
25 C -4.8986 0.2010 -6.4240  -0.07
26 C -5.0333 -1.1787 -6.4194  -0.09
27 C -4.3100 -1.9524 -5.5279  -0.68
28 Cl -4.5089 -3.6666 -5.5703  0.70
29 C -3.4258 -1.3834 -4.5972  -0.68
30 S -2.4578 -2.3808 -3.5273  0.67
31 H -3.9208 1.8835 -5.4970  0.11
32 H -5.4524 0.7994 -7.1330  0.12
33 H -5.7050 -1.6667 -7.1116  0.11
34 C 3.4956 -2.3971 -3.7890  -0.18
35 Si 2.9670 -0.6802 -3.3026  0.42
36 C 4.0801 0.0271 -1.9815  -0.19
37 C 2.8472 0.4394 -4.7891  -0.18
38 C 1.2486 -0.7683 -2.6217  -0.18
39 C 0.0817 -0.7889 -2.2637  -0.26
40 H 4.4564 -2.3829 -4.3074  0.04
41 H 2.7578 -2.8454 -4.4565  0.04
42 H 3.5944 -3.0427 -2.9143  0.03
43 H 5.0985 0.1508 -2.3552  0.04
44 H 4.1210 -0.6382 -1.1160  0.02
45 H 3.7252 1.0047 -1.6471  0.03
46 H 3.8057 0.5473 -5.3007  0.03
47 H 2.5025 1.4343 -4.5009  0.03
48 H 2.1284 0.0279 -5.5002  0.04
49 C 2.3048 5.2417 3.8938  -0.05
50 C 2.4250 3.8391 4.4252  -0.28
51 C 1.3063 3.0402 4.6281  -0.04
52 C 1.4102 1.7605 5.1550  -0.03
53 C 2.6583 1.2409 5.4674  -0.27
54 N 2.8358 -0.0573 6.0068  0.14
55 C 2.0624 -1.1820 5.8894  -0.53
56 O 2.0920 -2.0753 6.7055  0.09
57 N 1.2161 -1.2737 4.7803  0.13
58 C 1.4282 -0.8457 3.4702  -0.23
59 C 2.6689 -0.4589 2.9684  0.01
60 C 2.7606 -0.0557 1.6509  -0.03
61 C 1.6293 -0.0604 0.8512  -0.13
62 N 0.4382 -0.4466 1.3144  0.03
63 C 0.3498 -0.8217 2.5918  -0.08
64 C 3.7875 2.0315 5.2795  -0.02
65 C 3.6673 3.3123 4.7701  -0.04
66 H 1.3131 5.4255 3.4828  0.07
67 H 3.0414 5.4314 3.1127  0.08
68 H 2.4776 5.9697 4.6883  0.09
69 H 0.3245 3.4320 4.3889  0.11
70 H 0.5172 1.1792 5.3396  0.12
71 H 3.5327 -0.1531 6.7298  0.16
72 H 0.4965 -1.9639 4.9270  0.15
73 H 3.5470 -0.4848 3.5974  0.12
74 H 3.7124 0.2490 1.2380  0.11
75 H 1.6679 0.2222 -0.1925  0.08
76 H -0.6319 -1.1205 2.9511  0.11
77 H 4.7643 1.6368 5.5339  0.12
78 H 4.5582 3.9143 4.6365  0.12

Calculated values
LUMO energy (spin up / spin down) (hartree): -0.090 / -0.089
E_HOMO (spin up / spin down) (hartree): -0.387 / -0.389
Gap between HOMO and LUMO (spin up / spin down) (eV): 8.1 / 8.2
Charge: +1
Spin multiplicity: 4



A structure of composition C28H38Cl2KN4O9S2Sb. Source: the OMol25 dataset; level of theory: ωB97M-V/def2-TZVPD.

Last column: Löwdin charge in e.
Positions of all 85 atoms, in Å:
1 K -0.1481 -0.0377 0.4122  0.66
2 C -0.1827 2.6189 -4.8110  -0.07
3 N 0.3099 2.5543 -3.4558  -0.14
4 C 0.7471 3.7976 -2.8433  -0.04
5 C 0.1983 1.4453 -2.6649  -0.40
6 O 0.6245 1.4118 -1.5349  -0.10
7 C -0.4641 0.2012 -3.2528  -0.11
8 O -1.0822 -0.4790 -2.1927  -0.13
9 C -1.3030 -1.8322 -2.4998  -0.14
10 C -1.5506 -2.5981 -1.2040  -0.43
11 O -1.7544 -2.0217 -0.1589  0.02
12 N -1.5539 -3.9645 -1.2928  -0.14
13 C -1.3953 -4.7074 -2.5187  -0.06
14 C -1.8212 -4.7209 -0.0892  -0.05
15 H 0.3393 3.4276 -5.3249  0.08
16 H -1.2585 2.8235 -4.8651  0.09
17 H 0.0268 1.7018 -5.3606  0.08
18 H 1.6581 4.1658 -3.3235  0.08
19 H 0.9352 3.6216 -1.7861  0.06
20 H -0.0387 4.5527 -2.9341  0.09
21 H 0.3295 -0.4119 -3.7046  0.14
22 H -1.1994 0.4432 -4.0293  0.12
23 H -0.4329 -2.2379 -3.0223  0.08
24 H -2.1920 -1.9497 -3.1416  0.14
25 H -0.9214 -4.1076 -3.2890  0.07
26 H -2.3522 -5.0885 -2.8987  0.08
27 H -0.7404 -5.5646 -2.3398  0.09
28 H -1.5964 -4.1032 0.7747  0.08
29 H -1.1788 -5.6050 -0.0756  0.08
30 H -2.8670 -5.0482 -0.0388  0.09
31 Cl -6.5721 0.1974 4.7502  0.54
32 C -5.2641 0.3964 3.5804  -0.69
33 C -5.5672 0.8724 2.2959  -0.17
34 C -4.5768 1.0312 1.3748  -0.56
35 Cl -4.9897 1.6111 -0.2234  0.63
36 C -3.1751 0.7317 1.6343  -0.42
37 O -2.2891 0.8738 0.7819  -0.20
38 C -2.9351 0.2468 2.9782  -0.11
39 C -1.6049 -0.1298 3.4479  -0.22
40 O -0.5551 -0.0956 2.8413  -0.06
41 C -3.9711 0.0913 3.9062  -0.10
42 H -6.5889 1.1150 2.0325  0.09
43 H -1.6121 -0.5085 4.4958  0.11
44 H -3.7310 -0.2785 4.8980  0.10
45 O -1.4424 4.0068 1.6792  -0.63
46 S -0.5661 3.2090 0.7812  0.56
47 N 0.7827 2.8000 1.1757  -0.47
48 O 1.5832 -3.1435 -3.1267  -0.01
49 C 1.8084 -3.1653 -1.9147  -0.53
50 N 1.3714 -2.2827 -1.0007  -0.03
51 S 1.7844 -2.6941 0.5027  0.58
52 O 2.7031 -1.7563 1.0908  -0.34
53 O 0.6424 -3.0508 1.3087  -0.29
54 C 2.6641 -4.1743 0.0731  -0.21
55 C 3.3112 -5.0938 0.8786  -0.04
56 C 3.8940 -6.1867 0.2476  -0.10
57 C 3.8209 -6.3424 -1.1359  -0.09
58 C 3.1605 -5.4043 -1.9236  -0.02
59 C 2.5871 -4.3181 -1.2895  -0.13
60 H 3.3580 -4.9656 1.9518  0.12
61 H 4.4128 -6.9314 0.8401  0.09
62 H 4.2863 -7.2044 -1.5993  0.09
63 H 3.0915 -5.4994 -2.9998  0.11
64 C 6.5114 0.8429 -0.3042  -0.22
65 C 5.2529 0.2880 0.3568  -0.45
66 Sb 3.3224 1.3425 0.1639  1.49
67 C 3.8692 2.4140 -1.6581  -0.43
68 C 4.1753 3.9014 -1.5171  -0.21
69 C 3.7980 2.8891 1.5993  -0.47
70 C 5.2478 3.1791 1.9647  -0.21
71 H 7.4147 0.2894 -0.0161  0.05
72 H 6.6883 1.8920 -0.0612  0.04
73 H 6.4469 0.7813 -1.3935  0.04
74 H 5.3982 0.1649 1.4346  0.03
75 H 5.0488 -0.7185 -0.0173  0.02
76 H 3.0242 2.2671 -2.3329  0.01
77 H 4.7167 1.8866 -2.1003  0.02
78 H 3.3810 4.4308 -0.9865  0.06
79 H 4.2983 4.3935 -2.4904  0.05
80 H 5.0941 4.0684 -0.9503  0.04
81 H 3.2181 2.5888 2.4730  0.03
82 H 3.2823 3.7824 1.2463  0.02
83 H 5.7853 2.2813 2.2788  0.05
84 H 5.3124 3.8962 2.7921  0.05
85 H 5.8085 3.6056 1.1297  0.04

Calculated values
LUMO energy (hartree): 0.141
E_HOMO (hartree): -0.056
Gap between HOMO and LUMO (eV): 5.4
Charge: -2



A structure of composition C28H38F5GeIrO5Se4. Source: the OMol25 dataset; level of theory: ωB97M-V/def2-TZVPD.

Last column: Löwdin charge in e.
Positions of all 82 atoms, in Å:
1 Ir 0.7358 -0.0990 0.7186  0.36
2 C -4.8618 5.3363 0.8941  -0.09
3 O -4.3799 4.0121 1.0016  -0.08
4 C -3.0360 3.8115 0.9289  -0.27
5 C -2.1081 4.8747 0.9593  -0.04
6 C -0.7729 4.5694 0.8929  -0.03
7 C -0.2958 3.2536 0.7636  -0.11
8 C 1.1136 2.9853 0.5979  -0.39
9 C 2.1737 3.9936 0.9278  0.02
10 O 1.5217 1.8939 0.1634  -0.23
11 C -1.2512 2.1873 0.7413  -0.37
12 O -0.9528 0.9357 0.6637  -0.43
13 C -2.6197 2.5056 0.8461  0.08
14 H -5.9439 5.2573 0.8277  0.09
15 H -4.4786 5.8272 -0.0036  0.09
16 H -4.5997 5.9316 1.7727  0.09
17 H -2.4257 5.9021 1.0423  0.09
18 H -0.0641 5.3861 0.9065  0.10
19 H 1.8571 5.0295 0.8452  0.06
20 H 3.0395 3.8100 0.2955  0.10
21 H 2.4673 3.8030 1.9644  0.10
22 H -3.3362 1.6956 0.8456  0.13
23 O 3.1692 1.8382 4.7619  -0.09
24 C 3.5514 1.0290 3.6533  -0.28
25 C 3.1581 -0.4401 3.8292  -0.57
26 C 3.9855 -0.9820 5.0034  -0.22
27 O 3.7510 -2.3586 5.2956  -0.06
28 C 1.6686 -0.5856 4.1767  -0.54
29 Se 0.4092 0.5307 3.1823  0.66
30 C 3.4872 -1.2695 2.5733  -0.52
31 Se 3.0874 -0.4604 0.8378  0.56
32 H 2.2121 1.9564 4.6674  0.03
33 H 4.6383 1.1072 3.5533  0.13
34 H 3.1078 1.4114 2.7355  0.04
35 H 3.7984 -0.3633 5.8869  0.12
36 H 5.0480 -0.9116 4.7601  0.12
37 H 2.8035 -2.4749 5.4189  0.07
38 H 1.4956 -0.3282 5.2254  0.06
39 H 1.3558 -1.6212 4.0288  0.04
40 H 2.9635 -2.2228 2.6165  0.04
41 H 4.5565 -1.4902 2.5406  0.06
42 C 1.7242 1.1142 -4.9643  -0.11
43 C 0.6001 2.1154 -4.7193  -0.27
44 C -0.5813 1.5706 -3.9175  -0.28
45 C -0.3112 1.3045 -2.4274  -0.33
46 Ge 0.5011 -0.3777 -1.8072  0.77
47 C -0.5483 -1.8773 -2.5151  -0.38
48 C -0.3368 -2.2166 -3.9959  -0.30
49 C 1.0296 -2.8207 -4.3018  -0.29
50 C 1.2030 -3.1392 -5.7821  -0.12
51 H 2.5128 1.5507 -5.5811  0.07
52 H 1.3477 0.2268 -5.4812  0.06
53 H 2.1770 0.7812 -4.0318  0.03
54 H 0.2245 2.4658 -5.6861  0.10
55 H 1.0012 2.9937 -4.2021  0.10
56 H -0.9645 0.6732 -4.4098  0.08
57 H -1.3854 2.3124 -3.9760  0.10
58 H -1.2732 1.3011 -1.9053  0.06
59 H 0.2575 2.1360 -2.0049  0.05
60 H 1.9615 -0.5430 -2.3039  -0.05
61 H -1.5899 -1.6191 -2.3240  0.05
62 H -0.3430 -2.7635 -1.9137  0.02
63 H -0.4736 -1.3298 -4.6213  0.08
64 H -1.1087 -2.9326 -4.3043  0.11
65 H 1.1544 -3.7332 -3.7103  0.11
66 H 1.8133 -2.1304 -3.9814  0.08
67 H 0.4397 -3.8430 -6.1238  0.07
68 H 2.1797 -3.5801 -5.9899  0.06
69 H 1.1111 -2.2341 -6.3881  0.06
70 Se 0.2606 -2.1823 0.9612  0.32
71 F -4.4811 -7.4203 2.1700  0.12
72 C -4.0323 -6.1945 1.8887  -0.14
73 C -3.5239 -5.9045 0.6376  -0.15
74 F -3.4859 -6.8620 -0.2971  0.11
75 C -3.0647 -4.6291 0.3600  -0.25
76 F -2.6020 -4.4265 -0.8771  0.08
77 C -3.0738 -3.5996 1.2952  -0.49
78 Se -2.4076 -1.8383 0.9393  0.70
79 C -3.6045 -3.9317 2.5388  -0.26
80 F -3.6848 -3.0212 3.5127  0.08
81 C -4.0758 -5.1967 2.8428  -0.15
82 F -4.5763 -5.4652 4.0550  0.11

Calculated values
LUMO energy (spin up / spin down) (hartree): 0.056 / 0.042
E_HOMO (spin up / spin down) (hartree): -0.157 / -0.159
Gap between HOMO and LUMO (spin up / spin down) (eV): 5.8 / 5.5
Charge: -1
Spin multiplicity: 2



For the records above, the corresponding ΔE to the lowest compared entry with this formula, charge and spin values read 0.00 123.97 81.68 kJ/mol.
For the records above, the corresponding maximum force values read 0.012 0.021 0.055 hartree/bohr.